No. 1
Below is a single C5H8N2 molecule in a non-equilibrium geometry, with properties calculated with ωB97M-V/def2-TZVPD.

## Properties
SMILES	C[C@@]1(CC#N)CN1
relative energy (zero: lowest compared OMol25 entry of this formula, charge and spin)	367.2	kJ/mol
total charge	0

Cartesian coordinates (Å):
C1 -0.313 -1.188 0.876
C2 0.043 -0.215 -0.243
C3 -0.689 1.101 -0.240
C4 -0.511 1.887 0.991
N1 -0.378 2.498 1.964
C5 1.542 -0.252 -1.034
N2 0.281 -0.812 -1.492
H1 -0.386 -0.729 1.867
H2 -1.299 -1.599 0.620
H3 0.392 -2.026 0.935
H4 -1.751 0.877 -0.363
H5 -0.361 1.693 -1.095
H6 1.500 -0.142 0.118
H7 1.668 0.730 -1.493
H8 0.262 -1.822 -1.412

Results of the Löwdin charge analysis, in e, for atoms 1 through 8:
1. C -0.022
2. C -0.539
3. C -0.125
4. C -0.208
5. N 0.149
6. C -0.052
7. N -0.004
8. H 0.083

No. 2
Below is a single C3H7NOS2 molecule in a non-equilibrium geometry, with properties calculated with ωB97M-V/def2-TZVPD.

## Properties
multiplicity	3
expectation value of S²	2.009
relative energy (zero: lowest compared OMol25 entry of this formula, charge and spin)	254.7	kJ/mol
total charge	0

Cartesian coordinates (Å):
C1 -0.451 -0.202 -0.542
C2 -1.809 -1.229 1.440
C3 2.068 0.418 -0.640
N1 0.117 2.261 -0.812
O1 -0.675 -1.641 -0.986
S1 -1.170 0.322 0.833
S2 0.499 0.930 -1.525
H1 -1.450 -1.324 2.443
H2 -1.280 -2.001 1.027
H3 -2.899 -1.269 1.496
H4 2.115 -0.686 -0.867
H5 1.810 0.583 0.492
H6 3.070 0.826 -0.865
H7 0.055 3.013 -1.495

Results of the Löwdin charge analysis, in e, for atoms 1 through 8:
1. C -0.890
2. C -0.337
3. C -0.279
4. N -0.429
5. O -0.092
6. S 0.977
7. S 0.818
8. H 0.035

No. 3
Below is a single C10H8O3 molecule in a non-equilibrium geometry, with properties calculated with ωB97M-V/def2-TZVPD.

## Properties
SMILES	COc1cc(=O)oc2ccccc12
relative energy (zero: lowest compared OMol25 entry of this formula, charge and spin)	143.6	kJ/mol
total charge	0

Cartesian coordinates (Å):
C1 1.519 1.855 2.274
O1 0.473 1.550 1.309
C2 0.653 0.446 0.606
C3 1.852 -0.310 0.670
C4 2.115 -1.348 -0.363
O2 3.172 -1.927 -0.572
O3 1.080 -1.719 -1.211
C5 -0.170 -1.133 -1.140
C6 -1.271 -1.509 -1.907
C7 -2.502 -0.814 -1.867
C8 -2.753 0.183 -0.881
C9 -1.694 0.525 -0.112
C10 -0.444 -0.110 -0.180
H1 1.615 1.088 2.987
H2 2.503 1.966 1.726
H3 0.996 2.668 2.773
H4 2.747 0.271 0.966
H5 -1.283 -2.414 -2.577
H6 -3.357 -1.096 -2.538
H7 -3.735 0.569 -0.631
H8 -1.517 1.260 0.667

Results of the Löwdin charge analysis, in e, for atoms 1 through 8:
1. C -0.018
2. O -0.065
3. C -0.232
4. C 0.082
5. C -0.426
6. O 0.085
7. O 0.102
8. C -0.157

> Look up the relative energy (zero: lowest compared OMol25 entry of this formula, charge and spin) of the first one.

367.2 kJ/mol